The following is a quantum chemistry calculation of C15H51BaF3O14 as an isolated structure in a non-equilibrium geometry, from the Open Molecules 2025 dataset.

Positions of all 84 atoms, in Å:
Ba  3.257  1.261  1.764
O  3.498  -1.271  0.899
H  2.857  -1.611  0.245
C  0.047  -0.128  1.860
O  0.738  0.276  0.705
O  1.022  -0.220  2.847
C  -1.260  0.702  2.187
F  -1.499  1.565  1.238
F  -2.291  -0.143  2.300
F  -1.168  1.501  3.235
C  0.175  -0.184  -0.519
C  1.040  0.248  -1.789
H  1.224  1.322  -1.786
H  1.978  -0.279  -1.965
H  0.497  0.107  -2.723
H  -0.774  0.333  -0.662
H  -0.022  -1.248  -0.655
H  -0.286  -1.152  1.693
C  -0.636  3.655  -1.255
O  0.709  4.118  -1.661
H  -1.045  2.647  -1.326
H  -0.999  4.028  -0.297
H  -1.314  4.224  -1.891
H  0.821  4.097  -2.614
C  -0.731  -3.685  3.188
O  0.513  -3.754  3.797
H  -1.087  -2.692  3.463
H  -0.746  -3.682  2.098
H  -1.309  -4.537  3.544
H  0.439  -3.359  4.669
C  3.987  -2.530  -2.331
O  4.738  -2.752  -1.187
H  3.009  -2.854  -1.975
H  4.033  -1.462  -2.544
H  4.239  -3.209  -3.147
H  4.305  -2.257  -0.487
C  1.638  -2.338  -4.757
O  0.288  -2.041  -4.552
H  1.889  -2.290  -5.816
H  2.369  -1.720  -4.235
H  1.876  -3.282  -4.265
H  0.036  -2.450  -3.721
C  -1.802  0.983  -5.101
O  -0.699  0.330  -5.711
H  -1.543  1.985  -4.759
H  -2.648  1.072  -5.783
H  -2.238  0.397  -4.292
H  -0.558  -0.547  -5.346
C  3.999  3.416  -1.395
O  3.007  2.862  -0.503
H  4.480  4.271  -0.920
H  4.667  2.632  -1.752
H  3.685  3.985  -2.271
H  2.158  3.231  -0.757
C  -4.378  0.113  4.530
O  -5.352  0.446  5.505
H  -4.832  0.449  3.597
H  -3.497  0.752  4.585
H  -3.949  -0.885  4.619
H  -4.894  0.483  6.348
C  1.874  -4.588  0.144
O  2.679  -4.772  1.278
H  1.548  -3.569  -0.062
H  2.358  -4.827  -0.802
H  0.964  -5.162  0.316
H  3.160  -5.603  1.261
C  -0.645  4.853  3.620
O  0.023  6.099  3.853
H  -1.537  4.863  4.247
H  -0.893  4.819  2.560
H  -0.146  3.914  3.859
H  0.614  6.273  3.117
C  -1.652  -3.521  -1.093
O  -0.724  -3.483  -2.198
H  -1.318  -3.970  -0.158
H  -1.973  -2.499  -0.892
H  -2.582  -4.025  -1.355
H  -0.332  -4.354  -2.293
C  -3.800  3.437  1.714
O  -4.418  3.731  2.946
H  -2.795  3.855  1.658
H  -3.676  2.381  1.475
H  -4.495  3.790  0.952
H  -3.892  3.427  3.689

Results
net charge = 0
LUMO = -1.1 eV
energy above the lowest of the compared OMol25 structures with the same formula, charge and spin = 54.5 kcal/mol
total energy = -53886.2278 eV
spin multiplicity = 1
orbital gap = 6.8 eV

Atomic partial charges in e from the Mulliken method, atoms 1 to 6: Ba 1.76; O -1.07; H 0.05; C 0.81; O -0.16; O -0.97

***

The following is a quantum chemistry calculation of a 11-piece molecular cluster, C15H52N2O18 overall in a non-equilibrium geometry, from the Open Molecules 2025 dataset.

Positions of all 87 atoms, in Å:
C  -2.771  5.875  -2.416
C  -4.238  6.229  -2.519
O  -4.958  5.971  -1.320
O  -2.110  5.979  -3.662
H  -2.740  4.915  -1.900
H  -2.319  6.637  -1.780
H  -4.647  5.676  -3.364
H  -4.370  7.278  -2.784
H  -4.945  5.027  -1.146
H  -1.203  5.729  -3.468
C  -1.847  -3.868  -8.072
C  -2.177  -2.782  -6.980
O  -1.601  -1.528  -7.253
O  -0.430  -4.046  -8.247
H  -2.220  -3.548  -9.044
H  -2.266  -4.854  -7.876
H  -1.901  -3.133  -5.986
H  -3.265  -2.741  -6.930
H  -0.682  -1.585  -6.980
H  -0.156  -3.520  -9.001
C  1.207  6.517  2.368
C  1.149  8.020  1.953
O  2.318  8.616  2.447
O  2.303  5.835  1.829
H  0.220  6.133  2.110
H  1.168  6.402  3.451
H  0.264  8.493  2.379
H  1.161  8.200  0.878
H  3.068  8.240  1.980
H  2.933  5.936  2.546
C  5.388  -3.196  -1.634
C  6.527  -4.203  -1.883
O  6.999  -4.104  -3.199
O  5.892  -1.887  -1.840
H  5.053  -3.341  -0.607
H  4.583  -3.447  -2.324
H  6.356  -5.227  -1.554
H  7.320  -3.997  -1.165
H  7.957  -4.149  -3.152
H  5.171  -1.257  -1.908
C  0.104  0.523  -0.626
C  0.637  0.214  0.743
O  -0.169  -0.593  1.596
O  0.462  -0.442  -1.578
H  0.496  1.428  -1.090
H  -0.974  0.684  -0.616
H  0.813  1.161  1.252
H  1.697  -0.005  0.618
H  0.385  -0.806  2.350
H  0.111  -1.272  -1.246
C  -1.541  -6.077  0.139
C  -0.149  -5.553  -0.283
O  0.082  -5.429  -1.690
O  -1.769  -7.344  -0.378
H  -2.285  -5.346  -0.176
H  -1.477  -6.156  1.225
H  0.629  -6.186  0.144
H  -0.022  -4.602  0.234
H  0.636  -6.178  -1.921
H  -1.881  -7.286  -1.329
C  -2.334  1.971  6.915
C  -1.579  3.004  6.113
O  -0.475  3.469  6.842
O  -2.554  2.595  8.276
H  -1.726  1.076  7.046
H  -3.322  1.786  6.495
H  -2.265  3.792  5.800
H  -1.166  2.761  5.134
H  -0.722  4.305  7.244
H  -1.691  2.901  8.566
C  2.425  -4.046  4.888
O  2.521  -2.901  4.696
N  1.413  -4.600  5.377
N  3.423  -4.878  4.720
H  0.753  -3.959  5.792
H  1.577  -5.538  5.715
H  4.303  -4.628  4.292
H  3.111  -5.838  4.707
O  -4.140  -0.193  2.814
H  -3.287  -0.453  2.466
H  -4.387  -0.907  3.402
O  2.207  -0.599  -6.022
H  2.005  -1.084  -5.223
H  2.630  0.203  -5.716
O  -6.245  2.289  0.017
H  -6.867  1.601  -0.219
H  -5.585  1.844  0.550

Results
net charge = 0
LUMO = -0.1 eV
total energy = -56227.6540 eV
spin multiplicity = 1
SMILES = NC(N)=O.OCCO.OCCO.OCCO.OCCO.OCCO.OCCO.OCCO.O.O.O
orbital gap = 9.8 eV

Atomic partial charges in e from the Mulliken method, atoms 1 to 6: C -0.18; C -0.43; O -0.50; O -0.52; H 0.24; H 0.21

***

The following is a quantum chemistry calculation of a 11-piece molecular cluster, C15H52O11 overall in a non-equilibrium geometry, from the Open Molecules 2025 dataset.

Positions of all 78 atoms, in Å:
C  4.342  -2.386  0.673
O  3.088  -2.194  0.016
H  4.238  -1.870  1.627
H  4.519  -3.450  0.830
H  5.086  -1.868  0.066
H  2.470  -2.716  0.534
C  1.172  3.060  3.637
O  1.618  3.624  2.418
H  0.795  2.059  3.426
H  2.035  2.981  4.299
H  0.389  3.651  4.113
H  2.363  3.071  2.172
C  -2.440  -3.277  3.686
O  -1.083  -3.303  3.291
H  -2.937  -4.024  3.067
H  -2.542  -3.505  4.747
H  -2.882  -2.290  3.545
H  -0.549  -2.624  3.709
C  -2.785  -1.046  -2.171
O  -1.858  -0.172  -2.686
H  -2.701  -1.140  -1.088
H  -3.833  -0.863  -2.408
H  -2.577  -2.009  -2.637
H  -1.455  0.269  -1.935
C  0.150  2.112  -3.393
O  -0.886  1.790  -4.292
H  0.970  1.407  -3.258
H  0.632  3.037  -3.710
H  -0.198  2.365  -2.391
H  -1.106  2.688  -4.551
C  -2.417  2.963  2.309
O  -2.966  1.782  1.789
H  -2.767  3.193  3.316
H  -1.333  2.846  2.324
H  -2.666  3.862  1.745
H  -2.839  1.129  2.482
C  0.692  -2.408  -1.985
O  -0.089  -2.911  -3.078
H  0.655  -2.918  -1.022
H  1.733  -2.548  -2.274
H  0.437  -1.356  -1.857
H  -0.184  -2.233  -3.752
C  2.498  -5.402  0.347
C  1.140  -5.000  0.936
O  1.137  -3.619  1.333
H  2.522  -6.456  0.068
H  3.333  -5.384  1.047
H  2.730  -4.766  -0.507
H  0.886  -5.682  1.747
H  0.324  -5.145  0.229
H  0.532  -3.438  2.056
C  2.865  2.857  -0.911
C  3.503  1.778  -1.746
O  4.321  2.412  -2.751
H  3.570  3.550  -0.453
H  2.311  2.389  -0.096
H  2.121  3.389  -1.504
H  2.701  1.272  -2.284
H  3.973  1.002  -1.141
H  4.606  1.723  -3.355
C  -0.134  -0.685  1.039
C  -0.011  0.638  0.260
O  -1.277  1.012  -0.148
H  -0.588  -0.463  2.005
H  0.822  -1.193  1.169
H  -0.757  -1.472  0.613
H  0.672  0.485  -0.576
H  0.458  1.413  0.865
H  -1.808  1.234  0.620
C  -3.184  3.379  -1.630
C  -4.517  3.379  -0.989
O  -4.723  2.105  -0.369
H  -2.376  3.255  -0.909
H  -3.002  4.278  -2.219
H  -3.043  2.579  -2.356
H  -5.244  3.573  -1.778
H  -4.618  4.167  -0.242
H  -4.034  2.059  0.298

Results
net charge = 0
LUMO = -0.2 eV
energy above the lowest of the compared OMol25 structures with the same formula, charge and spin = 129.1 kcal/mol
total energy = -38915.6220 eV
spin multiplicity = 1
SMILES = CCO.CCO.CCO.CCO.CO.CO.CO.CO.CO.CO.CO
orbital gap = 8.8 eV

Atomic partial charges in e from the Mulliken method, atoms 1 to 6: C -0.70; O -0.21; H 0.30; H 0.22; H 0.22; H 0.20

***

The following is a quantum chemistry calculation of a 13-piece molecular cluster, C15H53F3N22O14 overall in a non-equilibrium geometry, from the Open Molecules 2025 dataset.

Positions of all 107 atoms, in Å:
O  -1.752  -3.961  -0.621
H  -2.659  -4.299  -0.684
H  -1.104  -4.676  -0.480
H  -1.602  -3.163  -0.017
C  -1.035  -0.306  0.351
O  0.302  0.100  0.080
O  -1.216  -1.614  0.537
C  -1.554  0.647  1.479
F  -2.866  0.537  1.720
F  -0.899  0.333  2.613
F  -1.261  1.927  1.170
C  1.407  -0.263  0.906
C  2.619  -0.355  0.000
H  3.020  0.620  -0.274
H  3.394  -0.842  0.604
H  2.423  -0.993  -0.859
H  1.290  -1.226  1.409
H  1.617  0.469  1.689
H  -1.484  0.066  -0.587
C  -1.919  3.278  -1.430
O  -0.825  3.849  -1.194
N  -2.136  2.523  -2.519
N  -3.029  3.511  -0.669
H  -2.971  1.942  -2.480
H  -1.557  2.495  -3.336
H  -3.886  2.990  -0.706
H  -2.785  4.072  0.130
C  7.238  0.257  2.341
O  7.851  -0.817  2.276
N  7.798  1.274  3.037
N  6.104  0.572  1.641
H  7.424  2.200  2.920
H  8.706  1.148  3.437
H  5.822  -0.124  0.978
H  5.601  1.403  1.880
C  1.891  4.376  1.693
O  2.584  4.849  2.611
N  1.405  3.138  1.821
N  1.397  5.102  0.632
H  0.939  2.697  1.042
H  1.552  2.628  2.671
H  0.425  4.945  0.419
H  1.897  5.959  0.481
C  -0.019  -3.788  3.127
O  -0.115  -4.822  3.777
N  -0.331  -2.520  3.521
N  0.557  -3.771  1.901
H  -0.819  -2.285  4.366
H  -0.179  -1.712  2.944
H  0.471  -3.018  1.234
H  1.048  -4.598  1.608
C  -6.753  2.592  1.956
O  -7.606  1.704  1.918
N  -5.424  2.289  1.903
N  -7.055  3.909  1.866
H  -5.110  1.346  1.768
H  -4.650  2.922  2.008
H  -7.857  4.277  2.344
H  -6.356  4.566  1.570
C  4.433  -2.089  3.803
O  4.132  -0.968  4.202
N  3.765  -2.724  2.791
N  5.553  -2.770  4.177
H  3.902  -3.714  2.740
H  3.017  -2.233  2.342
H  6.133  -2.470  4.936
H  5.787  -3.630  3.721
C  2.216  2.464  -2.580
O  3.338  2.154  -3.024
N  1.870  3.671  -2.083
N  1.230  1.528  -2.490
H  2.570  4.251  -1.657
H  0.938  3.776  -1.679
H  0.413  1.805  -1.970
H  1.434  0.553  -2.594
C  -0.180  -1.442  -4.330
O  -1.261  -0.873  -4.142
N  0.574  -1.922  -3.284
N  0.169  -1.969  -5.524
H  1.551  -2.149  -3.366
H  0.179  -1.805  -2.361
H  0.934  -2.619  -5.571
H  -0.485  -1.932  -6.285
C  -5.656  -2.106  1.542
O  -6.738  -2.662  1.575
N  -5.107  -1.242  2.439
N  -4.833  -2.193  0.433
H  -4.274  -0.765  2.157
H  -5.570  -1.077  3.315
H  -5.253  -2.535  -0.410
H  -3.984  -1.698  0.207
C  3.697  -1.243  -3.991
O  3.706  -2.488  -3.990
N  4.141  -0.519  -2.929
N  3.074  -0.490  -4.932
H  4.339  -1.057  -2.109
H  4.029  0.478  -3.086
H  2.637  -1.003  -5.674
H  3.239  0.502  -4.996
C  -4.516  -0.622  -2.374
O  -4.331  0.592  -2.449
N  -3.633  -1.650  -2.550
N  -5.794  -1.056  -2.294
H  -2.790  -1.399  -3.053
H  -3.896  -2.611  -2.531
H  -6.112  -2.007  -2.288
H  -6.554  -0.397  -2.304

Results
net charge = 0
LUMO = -1.6 eV
energy above the lowest of the compared OMol25 structures with the same formula, charge and spin = 11.1 kcal/mol
total energy = -86023.8794 eV
spin multiplicity = 1
orbital gap = 7.7 eV

Atomic partial charges in e from the Mulliken method, atoms 1 to 6: O -0.39; H 0.43; H 0.43; H 0.61; C -1.13; O 1.48

***

The following is a quantum chemistry calculation of a 12-piece molecular cluster, C15H55N23O12 overall in a non-equilibrium geometry, from the Open Molecules 2025 dataset.

Positions of all 105 atoms, in Å:
C  1.614  5.908  -6.887
C  0.338  6.600  -7.251
C  0.054  6.581  -8.761
O  0.910  7.563  -9.306
C  0.486  8.083  -10.590
N  -0.654  5.860  -6.544
H  1.738  5.987  -5.807
H  2.594  6.117  -7.316
H  1.585  4.830  -7.049
H  0.227  7.643  -6.955
H  -0.993  6.539  -9.063
H  0.479  5.602  -8.981
H  0.474  7.270  -11.317
H  1.155  8.921  -10.784
H  -0.418  8.691  -10.548
H  -1.444  6.448  -6.322
H  -0.392  5.632  -5.595
C  -0.135  -0.095  2.043
O  0.406  0.075  3.198
N  -1.141  -0.893  1.788
N  0.116  0.780  1.003
H  -1.427  -1.591  2.459
H  -1.650  -0.909  0.916
H  -0.168  0.552  0.061
H  0.611  1.610  1.295
C  -4.929  -7.735  4.229
O  -4.502  -6.592  3.979
N  -6.069  -8.223  3.803
N  -4.271  -8.618  4.886
H  -6.515  -8.929  4.372
H  -6.633  -7.759  3.106
H  -4.751  -9.377  5.349
H  -3.348  -8.250  5.065
C  -3.033  -0.748  -5.184
O  -2.453  -0.584  -4.104
N  -3.371  0.269  -5.988
N  -3.222  -1.887  -5.789
H  -3.879  0.234  -6.860
H  -2.966  1.175  -5.796
H  -3.460  -1.996  -6.765
H  -3.182  -2.715  -5.212
C  7.075  -3.245  4.565
O  6.551  -3.174  3.431
N  8.021  -4.005  4.832
N  6.714  -2.595  5.626
H  8.361  -4.757  4.249
H  8.344  -3.864  5.779
H  7.222  -2.521  6.495
H  5.791  -2.197  5.526
C  4.347  7.058  1.974
O  4.023  6.004  1.579
N  4.324  7.479  3.190
N  4.741  7.952  1.177
H  4.061  6.776  3.866
H  4.406  8.461  3.414
H  5.069  8.852  1.497
H  4.764  7.793  0.180
C  6.773  1.747  -3.569
O  7.040  0.898  -4.394
N  5.765  1.690  -2.816
N  7.447  2.818  -3.257
H  5.106  0.937  -2.950
H  5.788  2.313  -2.021
H  7.018  3.490  -2.638
H  8.384  2.900  -3.626
C  1.811  -1.791  11.330
O  0.963  -2.623  11.421
N  2.545  -1.312  12.355
N  2.184  -1.223  10.183
H  3.225  -0.580  12.213
H  2.580  -1.921  13.160
H  1.821  -1.421  9.261
H  2.977  -0.598  10.181
C  -3.668  -7.095  -2.594
O  -2.722  -7.456  -3.268
N  -3.498  -6.628  -1.400
N  -4.869  -7.169  -2.874
H  -2.588  -6.557  -0.966
H  -4.246  -6.444  -0.747
H  -5.613  -7.113  -2.193
H  -5.108  -7.370  -3.835
C  2.863  -4.093  -3.733
O  3.823  -4.793  -3.476
N  2.468  -3.886  -4.951
N  2.179  -3.370  -2.878
H  2.987  -4.301  -5.711
H  1.631  -3.347  -5.119
H  1.491  -2.732  -3.252
H  2.498  -3.383  -1.919
C  -1.249  5.027  6.651
O  -1.064  5.969  7.344
N  -0.656  3.953  6.944
N  -2.054  4.797  5.681
H  -0.188  3.888  7.837
H  -0.677  3.229  6.240
H  -1.991  3.854  5.324
H  -2.682  5.498  5.313
C  -9.800  -4.405  1.276
O  -9.336  -5.264  0.573
N  -9.140  -3.546  2.026
N  -11.025  -4.007  1.223
H  -9.652  -2.990  2.695
H  -8.160  -3.747  2.166
H  -11.676  -4.454  0.593
H  -11.298  -3.473  2.035

Results
net charge = 0
LUMO = 0.2 eV
energy above the lowest of the compared OMol25 structures with the same formula, charge and spin = 258.6 kcal/mol
total energy = -75290.8525 eV
spin multiplicity = 1
SMILES = COC[C@H](C)N.NC(N)=O.NC(N)=O.NC(N)=O.NC(N)=O.NC(N)=O.NC(N)=O.NC(N)=O.NC(N)=O.NC(N)=O.NC(N)=O.NC(N)=O
orbital gap = 9.4 eV

Atomic partial charges in e from the Mulliken method, atoms 1 to 6: C -1.54; C 0.65; C -0.73; O -0.30; C -0.79; N -0.71